[1]
{"formula": "CH6N3S", "method": "ωB97M-V/def2-TZVPD", "species": ["S", "H", "N", "C", "N", "N", "H", "H", "H", "H", "H"], "positions_angstrom": [[2.8957, 0.4932, 0.5315], [3.4012, 1.4122, 1.3573], [-0.1911, 0.7166, 0.3190], [-0.6151, -0.4466, -0.2681], [-2.0206, -0.5541, -0.3201], [0.1063, -1.3135, -0.8841], [0.8712, 0.8623, 0.4367], [-0.7682, 1.0448, 1.0730], [-2.4549, 0.2498, -0.7428], [-2.3034, -1.3952, -0.7995], [1.0789, -1.0693, -0.7029]], "atomic_forces_ev_per_a": [[0.4, -0.1, -0.1], [0.1, 0.1, 0.1], [0.7, 0.1, 0.0], [0.3, 0.4, -1.0], [-0.3, -0.3, 0.5], [-0.2, 0.3, 0.5], [-1.2, -0.4, -0.1], [-0.1, 0.0, 0.1], [0.0, 0.2, 0.0], [0.2, 0.0, -0.1], [0.1, -0.2, 0.0]], "homo_lumo_gap_ev": 7.24, "charge": -1}

***

[2]
{"formula": "C30H73F4N9O13S4V", "method": "ωB97M-V/def2-TZVPD", "species": ["O", "V", "N", "S", "O", "O", "F", "S", "O", "O", "F", "N", "S", "O", "O", "F", "S", "O", "O", "F", "C", "C", "N", "C", "C", "C", "C", "H", "H", "H", "H", "H", "H", "H", "H", "H", "H", "H", "H", "H", "H", "H", "C", "C", "N", "C", "C", "C", "C", "H", "H", "H", "H", "H", "H", "H", "H", "H", "H", "H", "H", "H", "H", "H", "C", "C", "N", "C", "C", "C", "C", "H", "H", "H", "H", "H", "H", "H", "H", "H", "H", "H", "H", "H", "H", "H", "C", "O", "N", "C", "C", "H", "H", "H", "H", "H", "H", "H", "C", "O", "N", "C", "C", "H", "H", "H", "H", "H", "H", "H", "C", "O", "N", "C", "C", "H", "H", "H", "H", "H", "H", "H", "C", "O", "N", "C", "C", "H", "H", "H", "H", "H", "H", "H"], "positions_angstrom": [[-21.9767, -4.0853, 3.3544], [-22.0664, -3.3565, 1.9428], [-20.4084, -2.2023, 2.3878], [-19.1317, -2.4838, 3.6143], [-19.7068, -2.4831, 4.9629], [-17.7543, -2.0358, 3.3388], [-18.9582, -4.0654, 3.2715], [-19.8696, -0.8264, 2.2176], [-18.7324, -0.5901, 1.2940], [-20.0575, 0.1215, 3.2963], [-21.0426, -0.3559, 1.2741], [-23.8956, -4.1908, 1.3777], [-25.4634, -3.5573, 1.1054], [-26.1899, -3.2796, 2.3076], [-26.2581, -3.9379, -0.0603], [-25.0316, -2.1001, 0.6404], [-24.3325, -5.5854, 0.8806], [-24.0660, -5.7422, -0.5515], [-25.4465, -6.3182, 1.5194], [-23.0052, -6.2406, 1.5390], [-25.8304, -2.6460, 6.2766], [-25.1721, -3.8503, 5.5437], [-25.3605, -5.0671, 6.3362], [-26.6554, -5.6595, 6.2433], [-26.9156, -6.3159, 4.8606], [-24.1642, -5.9846, 6.3658], [-22.9547, -5.3932, 7.0895], [-25.3531, -2.4151, 7.2290], [-26.8862, -2.9048, 6.3565], [-25.6841, -1.7903, 5.6175], [-25.4482, -3.9545, 4.4944], [-24.1237, -3.5929, 5.3929], [-26.7918, -6.3938, 7.0372], [-27.4435, -4.9252, 6.4095], [-26.2183, -7.1295, 4.6609], [-27.8584, -6.8595, 4.7988], [-26.9670, -5.5929, 4.0465], [-23.9450, -6.3230, 5.3531], [-24.5164, -6.8450, 6.9349], [-23.2776, -4.8884, 8.0000], [-22.5601, -4.6384, 6.4093], [-22.1808, -6.1244, 7.3229], [-19.9147, -3.6185, 8.2887], [-20.9546, -2.4833, 8.5154], [-21.0070, -2.0555, 9.9170], [-21.5666, -3.1918, 10.7109], [-21.7320, -2.8771, 12.1920], [-21.6535, -0.7773, 10.1917], [-21.0400, 0.4426, 9.4007], [-19.3981, -3.5468, 7.3316], [-20.3380, -4.6226, 8.2611], [-19.1286, -3.5575, 9.0412], [-20.4712, -1.6465, 8.0111], [-21.9155, -2.6647, 8.0341], [-20.7693, -3.9311, 10.6348], [-22.3686, -3.7043, 10.1796], [-20.8130, -2.4721, 12.6156], [-21.9929, -3.8455, 12.6188], [-22.4920, -2.1092, 12.3367], [-22.6938, -0.9903, 9.9454], [-21.5196, -0.5912, 11.2573], [-21.5136, 0.4882, 8.4200], [-21.2843, 1.3547, 9.9451], [-19.9542, 0.3488, 9.3854], [-21.4743, -8.4419, 3.5930], [-20.1690, -9.0243, 4.0408], [-19.0584, -8.1456, 4.4418], [-18.6502, -7.3246, 3.3039], [-17.1694, -6.9284, 3.4390], [-19.3389, -7.3771, 5.6519], [-19.2033, -8.3083, 6.9173], [-21.9850, -7.7967, 4.3078], [-22.1241, -9.2754, 3.3262], [-21.3187, -7.8019, 2.7245], [-20.3329, -9.7858, 4.8033], [-19.8121, -9.6824, 3.2486], [-18.6859, -7.8579, 2.3540], [-19.2452, -6.4203, 3.1764], [-16.3751, -7.6079, 3.1300], [-17.0556, -6.1128, 2.7249], [-16.8280, -6.6890, 4.4462], [-20.3091, -6.8817, 5.6152], [-18.6583, -6.5353, 5.7795], [-18.4192, -9.0569, 6.8044], [-20.1440, -8.8289, 7.0964], [-18.8947, -7.6874, 7.7584], [-22.4504, -2.5265, -1.3539], [-22.0510, -2.6582, -0.1978], [-21.6678, -2.1784, -2.3794], [-22.1969, -2.0271, -3.7820], [-20.2618, -1.7696, -2.1951], [-23.4374, -2.8731, -1.6971], [-22.1165, -0.9870, -4.0981], [-23.2086, -2.3994, -3.9431], [-21.6071, -2.6564, -4.4483], [-19.8952, -2.0918, -1.2205], [-19.5454, -2.1157, -2.9400], [-20.2318, -0.6802, -2.1739], [-22.3354, 2.2667, -3.0798], [-21.8048, 3.1105, -3.8226], [-22.5138, 2.5360, -1.7426], [-23.1547, 1.5761, -0.8418], [-22.1317, 3.8215, -1.1023], [-22.7459, 1.3294, -3.4861], [-22.5254, 1.1780, -0.0459], [-23.5075, 0.6693, -1.3332], [-23.9772, 2.0596, -0.3147], [-21.6442, 4.4307, -1.8634], [-23.0184, 4.3572, -0.7632], [-21.4297, 3.7463, -0.2718], [-23.9424, -0.7767, 3.4294], [-23.4482, -1.7530, 2.8617], [-23.5698, -0.4588, 4.6965], [-24.1712, 0.7194, 5.3238], [-22.4170, -1.0894, 5.3577], [-24.6244, -0.0078, 3.0347], [-24.7931, 0.4874, 6.1885], [-24.8312, 1.2911, 4.6714], [-23.3250, 1.3009, 5.6898], [-21.5377, -0.4606, 5.2178], [-22.5601, -1.2028, 6.4323], [-22.1120, -2.0746, 5.0049], [-20.1869, -5.7941, 0.2668], [-20.8759, -4.9305, 0.8978], [-18.9714, -5.4997, -0.2696], [-18.2654, -6.5951, -0.9293], [-18.3854, -4.1340, -0.2516], [-20.5606, -6.8093, 0.0622], [-18.9382, -7.4432, -1.0569], [-17.3218, -6.8460, -0.4447], [-18.0337, -6.2309, -1.9302], [-17.5272, -4.0530, 0.4155], [-18.1211, -3.7301, -1.2289], [-19.0777, -3.3786, 0.1200]], "atomic_forces_ev_per_a": [[-0.1, 1.1, -2.6], [-0.5, -1.6, 2.7], [2.7, -3.6, 3.0], [1.9, -5.0, 3.4], [1.2, 0.5, -3.1], [-3.7, -0.2, 0.6], [-0.6, 1.3, 0.1], [1.1, 10.3, -6.2], [-2.0, -1.3, 2.3], [0.9, -1.6, 0.2], [-1.1, 0.1, -0.7], [-4.3, 2.4, -0.3], [-3.0, 4.9, -0.3], [0.9, -0.9, -0.3], [2.1, -0.7, 1.7], [0.7, -0.1, 0.0], [2.5, -8.0, -2.0], [-0.9, 0.1, 2.2], [2.3, 2.5, -1.3], [-0.9, -0.6, -0.1], [0.3, -0.7, -1.5], [0.3, 0.3, 0.8], [2.3, 0.6, 0.5], [-0.5, -0.9, -1.3], [-0.5, -0.5, 0.3], [-1.8, 0.1, 0.6], [-0.6, 0.5, -0.8], [-0.2, -0.4, 0.1], [0.0, 0.6, 0.4], [-0.4, 0.3, 0.1], [-0.9, 0.1, 0.0], [0.4, -0.4, 0.6], [0.2, -0.1, 0.1], [0.1, 0.3, 0.1], [0.5, 0.4, -0.2], [-0.4, 0.2, 0.4], [0.4, 0.0, 0.0], [0.4, -0.1, -0.2], [0.0, -0.3, -0.1], [0.0, -0.1, 0.1], [0.5, 0.1, 0.2], [-0.1, -0.1, -0.1], [-0.4, -0.2, -0.1], [2.1, 0.9, 0.1], [0.1, -1.4, 0.2], [2.1, 0.8, -0.4], [-0.5, -0.2, -0.9], [0.7, -0.2, -0.9], [-1.0, -1.2, 0.9], [-0.2, 0.4, -0.2], [-0.1, 0.0, 0.4], [-0.2, 0.0, 0.2], [-0.4, 0.2, -0.4], [-0.4, -0.3, 0.1], [0.1, -0.2, 0.2], [-0.9, 0.4, 0.3], [0.1, -0.3, -0.1], [-0.1, 0.4, 0.6], [-0.3, -0.4, 0.3], [-0.7, 1.0, 0.2], [-0.3, 0.1, -0.1], [0.5, 0.1, -0.2], [-0.1, 0.0, -0.1], [-0.1, -0.1, -0.3], [-0.3, 0.7, -0.3], [0.8, -1.0, 0.6], [-0.7, -0.2, -1.0], [1.6, -0.2, 0.7], [0.3, 0.5, -0.5], [0.5, -0.9, 0.8], [-0.2, 0.9, -0.8], [0.0, -0.2, 0.3], [-0.2, 0.2, -0.1], [-0.1, -0.1, -0.3], [-0.1, 0.3, 0.6], [0.3, 0.3, -0.4], [-0.5, -0.5, 0.1], [-0.2, 0.2, 0.1], [-0.6, -0.9, -0.3], [0.4, 0.6, 0.4], [-0.5, 0.6, 0.0], [-0.5, -0.1, 0.1], [0.4, -0.2, -0.4], [0.0, 0.1, -0.4], [0.1, 0.1, 0.3], [-0.4, -0.1, 0.2], [0.4, -1.1, -1.0], [0.1, 0.4, 0.9], [0.1, 0.2, -1.3], [0.5, -0.5, 0.7], [-0.3, 0.6, 0.8], [-0.1, 0.4, 0.4], [0.0, -0.1, 0.0], [-0.1, 0.2, 0.7], [0.3, 0.2, 0.1], [-0.3, 0.0, -0.1], [-0.6, -0.3, -0.3], [0.1, 0.1, -0.1], [1.0, 3.2, -0.1], [-0.8, -1.8, 0.7], [-0.1, -1.0, 0.7], [0.0, -0.1, 0.2], [0.1, -0.2, -1.3], [0.0, -0.1, 0.5], [0.6, 0.3, -0.1], [-0.2, 0.3, -0.5], [-0.3, 0.0, -0.2], [-0.1, -0.1, 0.0], [-0.1, -0.1, 0.0], [-0.1, -0.6, 0.0], [1.7, 0.2, 2.3], [0.3, -0.5, -1.4], [-0.9, -0.2, -1.2], [0.6, -0.2, 0.6], [0.3, 0.2, 0.3], [-0.2, -0.7, -0.5], [0.1, -0.5, 0.1], [0.4, -0.1, -0.4], [-0.2, 0.5, -0.1], [0.0, 0.2, 0.0], [-0.4, 0.2, 0.0], [-0.7, 0.1, -0.4], [-0.2, 3.2, 0.8], [1.0, -1.1, -0.9], [-1.2, -0.2, 0.6], [0.1, 0.9, -0.8], [-0.3, 0.1, 0.6], [0.1, 0.3, 0.3], [0.2, -0.1, 0.3], [-0.2, -0.1, 0.2], [0.2, -0.2, -0.2], [0.1, -0.4, -0.1], [0.2, -0.8, -0.3], [-0.4, -0.6, 0.3]], "s2": 0.7907, "spin_multiplicity": 2, "homo_lumo_gap_ev": [6.10, 6.36]}

***

[3]
{"formula": "C7H8", "method": "ωB97M-V/def2-TZVPD", "species": ["C", "C", "C", "C", "C", "C", "C", "H", "H", "H", "H", "H", "H", "H", "H"], "positions_angstrom": [[0.0266, -1.3818, 0.8094], [-0.6208, -0.0028, 0.6526], [0.4279, 1.1066, 0.4331], [1.2403, 0.8887, -0.7664], [1.8952, 0.6799, -1.7560], [-1.5457, 0.1117, -1.7739], [-1.6279, -0.0131, -0.4792], [0.5908, -1.6376, -0.0923], [0.7114, -1.3943, 1.6652], [-0.7302, -2.1562, 0.9625], [-1.1535, 0.2449, 1.5788], [-0.0846, 2.0712, 0.3481], [1.0812, 1.1602, 1.3132], [2.4836, 0.5056, -2.6301], [-2.6942, -0.1829, -0.2650]], "atomic_forces_ev_per_a": [[0.0, -0.1, 0.0], [0.0, 0.0, 0.1], [0.0, 0.0, 0.0], [0.3, -0.1, -0.4], [-0.3, 0.1, 0.4], [-0.1, -0.1, 0.7], [0.2, 0.1, -0.6], [-0.1, 0.1, 0.1], [-0.1, 0.0, -0.1], [0.1, 0.1, 0.0], [0.1, 0.0, -0.2], [0.1, -0.1, 0.0], [-0.1, 0.0, -0.1], [-0.1, 0.0, 0.1], [0.0, 0.0, -0.1]], "homo_lumo_gap_ev": 10.02}